{
  "formula": "CH14Na4O10",
  "method": "the ωB97M-V functional and the def2-TZVPD basis",
  "elements": ["Na", "Na", "Na", "Na", "C", "O", "O", "O", "O", "H", "H", "O", "H", "H", "O", "H", "H", "O", "H", "H", "O", "H", "H", "O", "H", "H", "O", "H", "H"],
  "xyz": [[0.001, -3.400, 1.614], [0.488, 3.008, 3.001], [-0.812, -0.759, 2.899], [-2.479, 1.977, 1.125], [-0.184, 0.222, 0.412], [0.509, -0.847, 0.595], [-0.094, 1.138, 1.271], [-0.998, 0.322, -0.504], [2.569, -2.271, -0.551], [1.933, -1.633, -0.229], [2.171, -3.122, -0.363], [0.133, 3.390, -1.235], [-0.033, 2.528, -0.853], [-0.733, 3.795, -1.297], [2.934, 1.688, 0.485], [2.078, 1.267, 0.408], [2.736, 2.594, 0.722], [2.124, -0.556, 2.851], [1.752, -0.648, 1.974], [1.795, 0.286, 3.165], [0.102, -0.014, -3.268], [-0.488, 0.264, -2.567], [-0.273, -0.836, -3.585], [-1.606, -2.628, -1.535], [-2.088, -2.881, -0.748], [-1.050, -1.901, -1.252], [-3.748, -0.479, -0.587], [-2.792, -0.470, -0.538], [-3.950, -0.035, -1.410]],
  "e_homo_ev": -15.0569,
  "molar_mass_g_mol": 278.1,
  "charge": 2,
  "e_above_lowest_kj_mol": 472.2,
  "e_tot_ha": -1447.63044
}



{
  "formula": "CH14O5S2",
  "method": "the ωB97M-V functional and the def2-TZVPD basis",
  "elements": ["C", "S", "S", "H", "H", "H", "H", "H", "H", "O", "H", "H", "O", "H", "H", "O", "H", "H", "O", "H", "H", "O"],
  "xyz": [[-1.642, -0.361, -0.244], [-2.229, 1.297, -0.590], [-0.627, 2.302, -1.322], [-1.088, -0.771, -1.086], [-2.464, -0.991, 0.076], [-0.873, -0.424, 0.506], [-0.263, 1.735, -2.489], [-0.574, -3.970, -0.473], [-0.283, -2.550, -0.156], [-0.645, -3.346, 0.255], [0.249, 1.567, 1.885], [1.554, 2.244, 1.264], [1.195, 1.498, 1.746], [1.049, -3.053, 2.299], [0.849, -1.824, 1.392], [1.296, -2.127, 2.184], [2.364, -0.966, -1.677], [2.188, -1.875, -0.554], [1.801, -1.708, -1.428], [2.754, -0.701, 1.774], [2.034, 0.537, 1.312], [2.667, -0.129, 1.004]],
  "e_homo_ev": -9.1192,
  "molar_mass_g_mol": 170.3,
  "e_above_lowest_kj_mol": 131.4,
  "smiles": "CSS.O.O.O.O.O",
  "e_tot_ha": -1219.03462
}



{
  "formula": "CH15NO6",
  "method": "the ωB97M-V functional and the def2-TZVPD basis",
  "elements": ["N", "C", "O", "H", "H", "H", "H", "H", "H", "H", "O", "H", "H", "O", "H", "H", "O", "H", "H", "O", "H", "H", "O"],
  "xyz": [[0.015, 0.975, 1.311], [-0.691, -0.223, 1.578], [-0.216, -1.283, 0.764], [0.949, 0.869, 0.896], [-0.579, 1.681, 0.869], [-0.370, -0.614, 2.566], [-1.770, -0.155, 1.447], [0.357, -0.915, 0.036], [-0.008, -3.539, 1.380], [-0.625, -3.833, 2.834], [-0.596, -4.080, 1.909], [4.026, 4.673, -0.683], [3.038, 3.536, -0.540], [3.983, 3.724, -0.524], [-2.768, -1.672, -1.274], [-1.365, -1.313, -0.671], [-2.080, -0.994, -1.239], [1.461, 0.105, -1.641], [0.015, 0.629, -1.309], [0.803, 0.179, -0.940], [-1.796, 0.723, -2.527], [-1.481, 2.262, -2.464], [-1.400, 1.426, -1.995]],
  "e_homo_ev": [-14.1054, -14.0931],
  "molar_mass_g_mol": 137.1,
  "charge": 1,
  "e_above_lowest_kj_mol": 54.5,
  "e_tot_ha": -552.93659,
  "multiplicity": 2
}



{
  "formula": "CH15O7",
  "method": "the ωB97M-V functional and the def2-TZVPD basis",
  "elements": ["C", "O", "H", "H", "H", "H", "H", "O", "H", "H", "O", "H", "H", "O", "H", "H", "O", "H", "H", "O", "H", "H", "O"],
  "xyz": [[-1.661, -1.127, 1.281], [-0.617, -1.999, 0.879], [-2.627, -1.250, 0.792], [-1.809, -1.453, 2.299], [-1.366, -0.079, 1.208], [2.198, -1.217, 1.616], [1.616, -0.529, 0.185], [2.152, -0.438, 1.061], [1.881, 1.934, -0.847], [1.126, 0.916, -1.715], [1.469, 1.885, -1.717], [0.624, 2.086, 1.621], [1.145, 0.641, 1.829], [0.711, 1.414, 2.305], [-0.568, -0.750, -1.736], [-1.796, -1.546, -1.491], [-1.639, -0.701, -1.941], [-0.188, 2.182, -1.064], [-1.437, 1.195, -1.088], [-1.042, 1.964, -0.654], [0.078, -1.549, 0.346], [1.031, -0.966, -2.014], [0.720, -0.612, -1.155]],
  "e_homo_ev": -6.3643,
  "molar_mass_g_mol": 139.1,
  "charge": -1,
  "e_above_lowest_kj_mol": 99.2,
  "e_tot_ha": -573.82685
}